(1)
Computed, not measured: a structure of composition C14H8BrCl2I2InNO4, with ωB97M-V/def2-TZVPD.

Values from the calculation:
- E_tot: -5173.783440 hartree
- Max |F|: 0.161 eV Å⁻¹
- E_HOMO: -11.67 eV
- Relative energy (zero: lowest compared OMol25 entry of this formula, charge and spin): 0.6 kJ/mol

The geometry in ORCA input format:
```
! RIJCOSX wB97M-V def2-TZVPD def2/J DEFGRID3
* xyz 1 1
In 0.4868 0.5442 0.4090
I -0.9113 1.6294 2.7560
C -2.8448 1.2092 1.9571
I -3.0377 -0.7920 1.3182
H -2.9806 1.8783 1.1171
H -3.5494 1.3917 2.7597
Cl -4.1422 -0.7651 -5.2080
C -3.2214 -0.2059 -3.8618
C -3.6104 0.9730 -3.2067
C -2.8985 1.4449 -2.1356
Cl -3.3986 2.9040 -1.3603
C -1.7443 0.7811 -1.6490
O -1.1018 1.3032 -0.6402
C -1.3768 -0.4170 -2.3200
C -0.2816 -1.2286 -1.9349
O 0.5109 -1.0605 -0.9815
C -2.1275 -0.8894 -3.4270
H -4.4797 1.5165 -3.5515
H -0.1049 -2.1230 -2.5410
H -1.8235 -1.8022 -3.9231
Br 0.4364 -2.5203 2.3237
C 2.0686 -1.5944 2.2841
C 3.1867 -2.0844 2.9283
C 4.3529 -1.3355 2.8654
C 4.3677 -0.1332 2.1752
C 3.2062 0.2837 1.5584
N 2.0787 -0.4439 1.6141
C 3.1570 1.6011 0.7870
O 4.1472 2.2768 0.7411
O 2.0056 1.8845 0.2316
H 3.1368 -3.0229 3.4595
H 5.2471 -1.6928 3.3585
H 5.2466 0.4895 2.0966
*
```

Atom charges from the Löwdin analysis, given in e for atoms 1 to 2: In 0.67; I 1.05

---

(2)
Computed, not measured: a cluster of 3 separate species, H5O3 in total in a non-equilibrium geometry, with ωB97M-V/def2-TZVPD.

Values from the calculation:
- E_tot: -228.725187 hartree
- Max |F|: 2.280 eV Å⁻¹
- E_HOMO: -3.77 eV
- Relative energy (zero: lowest compared OMol25 entry of this formula, charge and spin): 67.6 kJ/mol

The geometry in ORCA input format:
```
! RIJCOSX wB97M-V def2-TZVPD def2/J DEFGRID3
* xyz -1 1
O 0.1219 0.7607 -1.1867
H -0.6311 0.2697 -1.4236
O -1.7323 -0.2277 0.5855
H -1.3297 -0.2393 1.4604
H -1.1443 0.3135 0.0120
O 1.5752 -0.5662 0.4774
H 2.2014 -0.2529 1.1535
H 1.1853 0.1745 -0.2110
*
```

Atom charges from the Löwdin analysis, given in e for atoms 1 to 2: O -0.46; H -0.14

---

(3)
Computed, not measured: a structure of composition C5H9NS in a non-equilibrium geometry, with ωB97M-V/def2-TZVPD.

Values from the calculation:
- E_tot: -648.769082 hartree
- Max |F|: 3.637 eV Å⁻¹
- E_HOMO: -8.07 eV
- Relative energy (zero: lowest compared OMol25 entry of this formula, charge and spin): 220.7 kJ/mol

The geometry in ORCA input format:
```
! RIJCOSX wB97M-V def2-TZVPD def2/J DEFGRID3
* xyz 0 1
C 0.5013 0.7379 -0.9685
C -0.8147 0.7746 -0.7618
C 1.3048 -0.4635 -0.5494
C 2.2546 -0.1141 0.5957
C -2.5069 -0.2983 0.6175
N -1.5553 -0.3163 -0.4429
S 0.1394 -1.7675 -0.0679
H 1.0486 1.5731 -1.3743
H -1.3772 1.6896 -0.9212
H 1.8746 -0.8515 -1.4010
H 1.6979 0.3422 1.4140
H 3.0105 0.5904 0.2495
H 2.7532 -1.0078 0.9696
H -2.9059 -1.3048 0.7338
H -2.0980 0.0462 1.5757
H -3.3268 0.3698 0.3312
*
```

Atom charges from the Löwdin analysis, given in e for atoms 1 to 2: C -0.14; C -0.25

---

(4)
Computed, not measured: a structure of composition C3H8O3Y in a non-equilibrium geometry, with ωB97M-V/def2-TZVPD.

Values from the calculation:
- E_tot: -382.805826 hartree
- Max |F|: 4.595 eV Å⁻¹
- E_HOMO: -11.44 eV
- Relative energy (zero: lowest compared OMol25 entry of this formula, charge and spin): 107.3 kJ/mol

The geometry in ORCA input format:
```
! RIJCOSX wB97M-V def2-TZVPD def2/J DEFGRID3
* xyz 1 1
O 0.5568 -1.5740 -1.3293
C 1.7695 -1.0682 -0.8772
C 1.6294 -0.1087 0.3070
O 0.8267 1.0002 -0.0575
C -0.3592 1.2511 0.7146
H 2.3047 -0.5226 -1.6839
H 2.4482 -1.8797 -0.5419
H 2.6148 0.2899 0.5958
H 1.2084 -0.6624 1.1678
H -0.6177 2.2988 0.4930
H -2.1469 0.9911 1.0199
H -0.2504 0.8720 1.7474
Y -1.1432 -0.5029 -1.1555
O -2.7668 0.1429 0.2052
H -3.3488 -0.4348 0.7033
*
```

Atom charges from the Löwdin analysis, given in e for atoms 1 to 2: O -0.40; C -0.31

---

(5)
Computed, not measured: a structure of composition C13H20N6OSSn, with ωB97M-V/def2-TZVPD.

Values from the calculation:
- E_tot: -1523.675059 hartree
- Max |F|: 0.632 eV Å⁻¹
- E_HOMO: -7.37 eV
- Relative energy (zero: lowest compared OMol25 entry of this formula, charge and spin): 0.0 kJ/mol

The geometry in ORCA input format:
```
! RIJCOSX wB97M-V def2-TZVPD def2/J DEFGRID3
* xyz 0 1
Sn 1.4713 -0.9932 2.2604
N -1.1055 -4.8706 2.4230
C -0.5507 -3.6412 2.2335
S 1.1803 -3.6214 2.0308
N -1.3571 -2.6341 2.2386
N -0.8347 -1.3720 2.0733
C -1.7426 -0.5041 1.7686
C -1.6092 0.8979 1.5023
C -2.7359 1.5597 0.9796
C -2.7336 2.9079 0.7162
C -1.5822 3.6494 1.0075
C -0.4668 3.0374 1.5270
C -0.4335 1.6431 1.7771
O 0.6338 1.0997 2.2684
H -0.4932 -5.6439 2.5958
H -2.0657 -4.9164 2.7171
H -2.7502 -0.9095 1.6852
H -3.6252 0.9692 0.7840
H -3.6138 3.3902 0.3133
H -1.5762 4.7185 0.8307
H 0.4215 3.6065 1.7738
C 0.0827 -2.0744 -2.2312
N 0.7647 -0.7934 -2.2573
C 1.0808 -0.2560 -3.5715
C 1.3555 -0.3297 -1.1180
N 1.5245 -1.0893 -0.0725
N 1.7776 0.9707 -1.1311
C 0.8583 2.0182 -1.5719
C 2.7464 1.4065 -0.1356
H -0.5011 -2.1760 -3.1427
H -0.6005 -2.1264 -1.3824
H 0.7815 -2.9163 -2.1743
H 1.3325 -1.0747 -4.2481
H 1.9399 0.4049 -3.5056
H 0.2404 0.2934 -4.0025
H 1.3251 -2.0672 -0.2555
H -0.0297 1.5796 -2.0186
H 1.3404 2.6795 -2.2958
H 0.5390 2.6113 -0.7117
H 3.4726 0.6146 0.0363
H 2.2746 1.6701 0.8148
H 3.2641 2.2816 -0.5311
*
```

Atom charges from the Löwdin analysis, given in e for atoms 1 to 2: Sn 1.03; N 0.05

---

(6)
Computed, not measured: the ion C2H2N2OP with charge +1 in a non-equilibrium geometry, with ωB97M-V/def2-TZVPD.

Values from the calculation:
- E_tot: -603.047694 hartree
- SMILES string: O=[N+]1N=CC=P1
- Max |F|: 5.080 eV Å⁻¹
- E_HOMO: -16.18 eV
- Relative energy (zero: lowest compared OMol25 entry of this formula, charge and spin): 257.1 kJ/mol

The geometry in ORCA input format:
```
! RIJCOSX wB97M-V def2-TZVPD def2/J DEFGRID3
* xyz 1 1
C 0.8370 0.3856 0.2695
C -0.0523 1.0377 -0.5598
N 0.4973 -0.7913 0.8325
N -0.5444 -1.2706 0.2800
O -1.1396 -2.3680 0.4400
P -1.3903 0.0949 -0.9745
H 1.6199 0.7989 0.7374
H 0.1724 2.1128 -1.0251
*
```

Atom charges from the Löwdin analysis, given in e for atoms 1 to 2: C -0.08; C -0.36

---

(7)
Computed, not measured: a cluster of 2 separate species, C4H7O3S in total in a non-equilibrium geometry, with ωB97M-V/def2-TZVPD.

Values from the calculation:
- E_tot: -780.555823 hartree
- Max |F|: 3.568 eV Å⁻¹
- E_HOMO: -3.62 eV
- Relative energy (zero: lowest compared OMol25 entry of this formula, charge and spin): 70.6 kJ/mol

The geometry in ORCA input format:
```
! RIJCOSX wB97M-V def2-TZVPD def2/J DEFGRID3
* xyz -1 1
C 0.3395 -0.1255 2.5315
C -0.3824 0.0422 -3.3280
C 0.0343 1.1539 2.2198
C -0.2104 -0.2447 -1.8123
O 0.7267 -1.0085 1.5824
O 0.4034 -0.5837 3.8334
O 0.5833 0.4673 -1.1403
S -1.4342 -1.3451 -1.2146
H -0.8832 1.0055 -3.4477
H -1.0327 -0.8427 -3.6956
H 0.5248 0.1943 -3.9351
H 0.1403 1.3526 1.0895
H -0.1572 1.9655 2.8961
H 0.4786 -0.5418 0.7455
H 0.8693 -1.4893 3.6756
*
```

Atom charges from the Löwdin analysis, given in e for atoms 1 to 2: C -0.54; C -0.18

---

(8)
Computed, not measured: a cluster of 2 separate species, C5H11N3O2 in total in a non-equilibrium geometry, with ωB97M-V/def2-TZVPD.

Values from the calculation:
- E_tot: -511.879958 hartree
- SMILES string: CC/N=C1/NCC(=O)N1.O
- Max |F|: 2.774 eV Å⁻¹
- E_HOMO: -8.93 eV
- Relative energy (zero: lowest compared OMol25 entry of this formula, charge and spin): 68.9 kJ/mol

The geometry in ORCA input format:
```
! RIJCOSX wB97M-V def2-TZVPD def2/J DEFGRID3
* xyz 0 1
C -2.1377 0.6481 2.1717
C -2.2448 0.5193 0.6548
N -1.1933 1.2395 -0.0388
C -0.0397 0.7139 -0.1887
N 1.0222 1.3201 -0.7971
C 2.2204 0.5192 -0.7840
C 1.7829 -0.7334 -0.0441
O 2.4840 -1.6151 0.4020
N 0.3966 -0.5583 0.1955
H -3.1077 0.4373 2.6434
H -1.3967 -0.0552 2.5783
H -1.8304 1.6664 2.4489
H -2.2737 -0.5481 0.3704
H -3.2062 0.9404 0.3260
H 0.8976 2.1678 -1.3297
H 2.5653 0.2376 -1.7910
H 3.0522 0.9987 -0.2477
H -0.1326 -1.1822 0.7909
H 0.4475 -2.2768 -1.8840
O 1.3024 -2.5479 -2.3898
H 1.3917 -1.8912 -3.0869
*
```

Atom charges from the Löwdin analysis, given in e for atoms 1 to 2: C -0.11; C -0.32